60
Properties=species:S:1:pos:R:3:forces:R:3 method="wB97M-V/def2-TZVPD" orbital_gap_ha=0.1209 e_above_lowest_kj_mol=280.0 e_lumo_ha=-0.115 total_charge=0 homo_ev=-6.423 multiplicity=1
C -6.9854 -2.6095 0.7510 0.16 -0.12 0.19
C -7.0232 -2.5194 -0.7813 0.17 -0.14 -0.19
C -5.7511 -1.7742 -1.2000 0.05 0.92 -0.02
N -4.8721 -1.8531 -0.0345 -0.04 -1.28 -0.27
C -3.6234 -1.2356 -0.0121 0.71 0.73 0.01
C -3.4823 0.1515 -0.2391 -0.23 -0.44 -0.10
C -2.2444 0.7561 -0.1964 0.43 0.26 -0.14
C -1.0416 0.0084 0.0210 -0.62 -0.18 0.22
C 0.2020 0.6877 -0.0495 -0.16 -0.17 -0.04
C 1.5113 0.1463 -0.1096 0.86 -0.29 -0.24
C 1.7842 -1.2088 -0.4557 -0.04 -0.03 0.20
C 3.0658 -1.7116 -0.4083 -0.03 0.08 -0.07
C 4.1728 -0.8950 -0.0997 -1.18 0.30 0.18
N 5.4406 -1.4803 -0.0428 1.24 0.19 -0.10
C 5.8110 -2.2399 1.1644 -0.53 0.11 0.16
C 6.9489 -3.1738 0.7469 0.03 0.12 0.16
C 7.0363 -3.1175 -0.7834 0.03 0.02 -0.16
C 5.9799 -2.1195 -1.2587 -0.54 0.11 -0.11
C 3.9343 0.4802 0.1562 0.51 -0.81 -0.08
C 2.6496 0.9848 0.1421 -0.67 0.10 -0.02
C -1.2097 -1.3790 0.3304 -0.04 0.02 -0.14
C -2.4529 -1.9790 0.2838 -0.13 0.10 0.12
C -5.6688 -1.9586 1.1856 0.07 0.57 0.28
H -7.8254 -2.0789 1.2026 0.06 -0.19 0.03
H -7.0032 -3.6517 1.0767 -0.16 0.13 -0.02
H -7.0185 -3.5224 -1.2150 -0.12 0.15 0.00
H -7.9062 -1.9846 -1.1343 0.06 -0.16 -0.04
H -5.2804 -2.2059 -2.0932 0.00 0.08 0.29
H -5.9910 -0.7218 -1.4273 -0.04 -0.13 -0.12
H -4.3881 0.7298 -0.4221 0.35 0.02 0.05
H -2.1795 1.8348 -0.3401 0.03 -0.09 0.07
H 0.1442 1.7747 -0.0792 -0.06 0.10 0.11
H 0.9833 -1.8666 -0.7791 0.16 0.19 0.04
H 3.2484 -2.7686 -0.6013 -0.11 0.25 -0.10
H 6.1066 -1.5551 1.9693 -0.06 -0.12 -0.16
H 4.9613 -2.8341 1.5430 0.03 0.16 -0.10
H 7.8831 -2.8410 1.2024 -0.06 -0.17 -0.04
H 6.7278 -4.1875 1.0873 0.20 0.12 0.05
H 8.0252 -2.7884 -1.1067 -0.06 -0.18 0.02
H 6.8287 -4.0964 -1.2213 0.21 0.11 0.00
H 5.1922 -2.6405 -1.8261 0.07 0.11 0.08
H 6.4076 -1.3626 -1.9300 -0.15 -0.10 0.18
H 4.8026 1.1086 0.3523 -0.33 -0.03 0.00
H 2.4824 2.0445 0.3420 0.02 -0.11 0.01
H -0.3481 -1.9736 0.6245 -0.30 0.13 -0.04
H -2.5657 -3.0489 0.4531 0.07 0.25 0.12
H -5.8807 -0.9503 1.5851 0.13 -0.15 0.03
H -5.1388 -2.5186 1.9648 -0.07 0.06 -0.17
C -0.4122 4.6329 0.8600 -0.03 0.15 -0.42
C 0.7712 5.3188 0.4691 -0.59 -0.35 0.22
O 1.9409 4.9552 0.6622 -0.09 0.05 -0.14
N 0.5524 6.5363 -0.2140 -0.31 0.65 -0.42
C -0.6667 7.1062 -0.5740 0.13 -1.19 0.77
O -0.7739 8.1550 -1.1834 0.02 -0.21 0.11
N -1.7479 6.3355 -0.1542 0.18 0.69 -0.45
C -1.7146 5.0951 0.5220 0.64 -0.24 0.17
O -2.7906 4.5242 0.7528 0.07 0.08 -0.15
H -0.3195 3.7146 1.4255 -0.01 0.09 0.02
H 1.3651 7.0640 -0.4999 -0.01 -0.16 0.08
H -2.6537 6.7069 -0.4038 0.05 -0.16 0.08

64
Properties=species:S:1:pos:R:3:forces:R:3 method="wB97M-V/def2-TZVPD" orbital_gap_ha=0.2066 e_above_lowest_kj_mol=94.7 e_lumo_ha=0.062 total_charge=-1 homo_ev=-3.937 multiplicity=1
Ta -0.4519 0.2035 -0.4946 -1.08 -0.36 0.53
S -3.1720 -0.2298 -1.1477 0.01 0.02 -0.06
S -3.9854 1.5162 -1.7683 -0.01 0.01 0.05
S -2.3784 2.4509 -2.8442 -0.17 -0.06 -0.03
S -0.8644 1.1084 -2.7817 0.41 0.26 -0.31
C 1.3717 5.9629 -0.1338 0.01 -0.01 0.02
C 0.5925 5.1784 -0.9661 -0.02 0.02 -0.04
C 0.5106 3.8075 -0.7732 0.00 -0.07 -0.02
C 1.2230 3.2060 0.2544 0.06 0.41 0.05
C 2.0026 3.9968 1.0997 0.00 -0.09 0.03
C 2.0754 5.3630 0.9034 0.00 0.01 -0.01
N 1.1353 1.7810 0.4519 -0.02 -0.03 -0.15
N 1.9564 1.3540 1.2815 0.16 0.16 0.11
C 1.9404 -0.0188 1.5085 -0.14 0.03 0.00
C 2.8234 -0.4938 2.4825 0.06 0.02 -0.15
C 2.9006 -1.8503 2.7053 0.02 -0.06 0.04
C 2.1026 -2.7046 1.9425 0.02 0.06 0.01
C 1.2209 -2.2023 1.0003 -0.03 -0.02 0.00
C 1.0879 -0.8294 0.7611 -0.09 -0.13 0.07
H 1.4257 7.0342 -0.2827 0.00 0.00 0.00
H 0.0272 5.6272 -1.7730 0.00 -0.01 0.00
H -0.1157 3.2187 -1.4247 -0.01 -0.03 -0.02
H 2.5385 3.5296 1.9121 0.00 0.01 -0.01
H 2.6795 5.9663 1.5695 0.00 -0.01 0.01
H 3.4346 0.2156 3.0260 0.01 0.00 0.00
H 3.5756 -2.2515 3.4506 0.00 0.01 0.00
H 2.1673 -3.7762 2.0930 0.00 0.00 0.00
H 0.6241 -2.9128 0.4401 0.00 0.02 0.00
Br -0.5934 -3.6458 -3.6745 0.01 -0.03 -0.05
C -1.4640 -3.7116 -2.0084 -0.05 0.15 -0.01
C -2.2315 -4.8347 -1.6584 -0.03 -0.04 -0.01
C -2.8573 -4.9041 -0.4485 -0.01 -0.04 -0.01
Br -3.8754 -6.4531 -0.0297 0.00 0.00 0.00
C -2.7415 -3.8572 0.4980 0.07 0.10 -0.04
C -3.2905 -3.8410 1.7955 0.00 0.02 0.05
C -3.0392 -2.7718 2.6090 -0.04 -0.06 0.00
C -2.2575 -1.7022 2.1399 0.05 0.05 -0.06
N -1.7623 -1.6683 0.9256 0.09 0.02 0.10
C -1.9859 -2.7291 0.1187 -0.03 -0.10 -0.05
C -1.3529 -2.6339 -1.1576 0.09 -0.11 0.12
O -0.6415 -1.5727 -1.3999 0.30 -0.27 -0.14
H -2.3183 -5.6493 -2.3636 0.00 0.00 0.00
H -3.8892 -4.6755 2.1346 0.00 0.00 0.00
H -3.4300 -2.7329 3.6167 0.00 -0.01 0.00
H -2.0320 -0.8565 2.7732 0.00 0.00 0.00
C 3.9053 -0.1466 -3.2089 -0.01 0.02 0.00
C 3.2851 -1.2655 -2.6723 0.01 0.02 -0.01
C 2.1077 -1.1371 -1.9500 -0.11 -0.09 -0.05
C 1.4741 0.0948 -1.7309 0.25 -0.17 -0.20
C 2.1142 1.1934 -2.3194 0.05 0.02 0.14
C 3.3062 1.0892 -3.0270 -0.01 -0.06 0.02
H 4.8295 -0.2375 -3.7676 0.00 -0.01 0.00
H 3.7152 -2.2510 -2.8122 0.01 0.01 0.00
H 1.6622 -2.0448 -1.5657 0.00 0.04 0.00
H 1.6759 2.1753 -2.2450 -0.04 0.08 0.02
H 3.7517 1.9834 -3.4476 0.00 0.00 0.00
C -3.4593 1.6709 1.7323 0.12 0.01 -0.06
S -1.7525 1.9956 1.4345 -0.27 0.06 0.26
O -1.4151 3.2161 2.0994 0.07 -0.05 0.11
O -0.9877 0.7841 1.8173 0.20 -0.07 -0.01
O -1.5638 2.0150 -0.0394 0.12 0.40 -0.27
H -4.0195 2.5236 1.3564 0.00 0.00 -0.01
H -3.5943 1.5596 2.8066 0.03 0.00 0.01
H -3.7204 0.7704 1.1760 -0.04 -0.01 0.02

52
Properties=species:S:1:pos:R:3:forces:R:3 method="wB97M-V/def2-TZVPD" orbital_gap_ha="0.1610 / 0.1486" e_above_lowest_kj_mol=213.4 s_squared=3.9147 e_lumo_ha="-0.339 / -0.354" total_charge=+2 homo_ev="-13.611 / -13.672" multiplicity=4
C 3.9989 1.1954 0.8645 -0.80 0.03 -0.25
C 3.2059 1.3166 -0.2699 -0.03 -0.38 0.17
C 1.8697 0.8865 -0.3437 0.37 0.54 0.38
C 1.2196 0.2561 0.8285 0.71 0.11 -0.60
C 2.1244 0.0791 1.9575 1.03 0.57 0.33
C 3.4328 0.6000 1.9831 -0.71 -0.70 0.26
C 1.2546 1.2804 -1.6555 -0.10 0.66 -0.02
C 1.1502 0.3733 -2.9679 -0.31 -0.82 -1.05
N 1.4065 -1.1528 -3.2016 -2.26 1.17 3.54
Re -0.6811 -0.4804 1.1862 2.04 1.37 -2.37
C 1.7450 -0.7461 3.1609 -1.31 -0.37 0.50
P 0.3397 -1.8979 2.5928 3.37 -3.12 2.91
H 3.6415 1.8036 -1.1374 -0.11 -0.19 0.03
H 4.0369 0.4948 2.8856 -0.23 -0.17 -0.19
H 5.0193 1.5617 0.8609 -0.10 0.01 0.10
H 1.3760 -0.1747 4.0354 0.23 0.02 -0.50
H 2.5950 -1.3608 3.5175 -0.50 0.24 -0.24
H 0.2806 1.7371 -1.4162 0.01 -0.51 -0.27
H 1.8526 2.1708 -1.9775 -0.56 -0.81 0.11
H 0.1128 0.5886 -3.2759 0.47 -0.48 -0.24
C -0.7113 -2.4426 3.9665 0.14 0.06 -0.11
C 1.3721 -3.3746 2.1473 -0.67 0.28 -0.54
H 1.7705 0.8416 -3.7453 0.03 -0.02 0.53
C 2.4018 -1.7009 -2.2234 0.58 -0.34 -0.71
C 0.0890 -1.9112 -2.9952 0.36 0.33 -0.81
H -1.7279 0.1578 2.4505 -0.02 -0.14 1.08
H 3.0793 -2.3443 -2.7974 0.10 0.19 0.21
H 2.9898 -0.9297 -1.7173 -0.02 0.01 -0.46
H 2.0353 -2.3526 -1.4083 -0.55 0.34 -0.35
H 0.1036 -2.7636 -3.6707 0.05 -0.14 0.00
H -0.1729 -2.3273 -1.9980 0.69 0.46 -0.01
H -0.7745 -1.3025 -3.2946 0.39 0.01 -0.09
H 1.7735 -3.9037 3.0217 -0.23 0.29 -0.15
H 0.7200 -4.0388 1.5639 0.38 -0.10 0.17
H 2.1969 -3.0358 1.5031 -0.26 -0.13 0.17
H -0.1584 -2.9798 4.7449 -0.20 0.13 -0.12
H -1.2124 -1.5506 4.3604 0.02 -0.36 0.16
H -1.4523 -3.1063 3.4956 0.08 0.09 0.38
H -2.2472 -0.2996 2.0194 -0.96 0.81 -0.23
O -2.4134 0.4817 -1.3722 -0.89 1.39 -0.58
B -1.6255 0.7454 -0.1878 -0.57 1.10 -2.57
O -1.6746 2.1687 0.0085 -0.83 0.59 -0.43
C -2.7344 2.6230 -0.7088 0.13 -0.81 1.65
C -3.6308 3.5601 -0.2118 0.23 0.88 0.58
C -4.9379 3.5016 -0.6501 0.63 1.44 0.86
C -5.3304 2.5910 -1.6432 0.13 -1.32 -1.72
C -4.4461 1.6363 -2.1599 -1.04 0.35 -0.55
C -3.1676 1.6105 -1.6179 0.55 -1.99 1.26
H -3.3010 4.1990 0.6242 -0.32 -0.24 -0.63
H -5.6623 4.2048 -0.2115 0.29 -0.52 -0.27
H -6.3598 2.6158 -2.0220 0.46 -0.09 0.25
H -4.7720 0.8953 -2.8982 0.13 0.25 0.44

112
Properties=species:S:1:pos:R:3:forces:R:3 method="wB97M-V/def2-TZVPD" orbital_gap_ha="0.2169 / 0.2356" e_above_lowest_kj_mol=501.7 e_lumo_ha="-0.142 / -0.125" total_charge=+1 homo_ev="-9.778 / -9.806" multiplicity=1
Pb 0.7755 1.2043 -0.8163 -0.29 0.54 -0.24
C 4.8215 2.1718 1.9945 0.45 -0.51 -0.64
O 4.2406 3.0127 2.9745 -0.90 0.46 0.54
C 2.9153 3.1678 3.0812 0.68 -0.24 -0.40
C 2.5115 4.0648 4.0987 -0.44 0.61 0.35
C 1.2168 4.3875 4.3452 1.06 0.03 0.08
C 0.1356 3.6461 3.7306 -0.63 -0.76 0.30
C 0.5050 2.7508 2.5223 0.15 -0.31 -0.15
C -0.4533 2.8963 1.4024 -0.28 0.00 0.25
N -1.4314 2.0507 1.4636 1.70 0.27 0.08
N -2.5208 2.0443 0.7421 -2.14 0.90 -0.21
C -2.5856 1.4466 -0.4306 0.66 -0.12 0.44
O -1.6220 0.7952 -0.9160 0.19 0.09 -0.71
C -3.9007 1.4938 -1.0931 -0.38 0.04 -0.34
C -4.0682 0.8594 -2.3223 0.18 0.07 0.20
C -5.3024 0.8837 -2.9465 -0.07 -0.01 -0.10
C -6.3733 1.5335 -2.3522 0.03 -0.02 0.04
C -6.2105 2.1597 -1.1243 -0.08 0.01 -0.03
C -4.9806 2.1437 -0.4948 0.16 -0.04 -0.04
C 1.9707 2.6500 2.1481 0.04 -0.21 -0.59
O 2.2894 2.0827 1.0802 0.00 0.53 0.75
H 5.8880 2.1665 2.2151 -0.11 0.01 0.04
H 4.6523 2.5752 0.9943 0.07 -0.06 0.13
H 4.4236 1.1562 2.0446 0.06 0.08 0.02
H 3.3155 4.5633 4.6179 0.07 0.06 0.13
H 0.9754 5.1585 5.0587 0.01 0.09 0.15
H -0.7570 4.2509 3.5748 0.00 -0.02 -0.09
H -0.4734 3.7073 0.6941 -0.09 0.09 -0.22
H -3.2213 0.3559 -2.7681 0.02 -0.03 -0.04
H -5.4347 0.4028 -3.9045 0.02 -0.05 -0.06
H -7.3355 1.5537 -2.8439 -0.04 0.00 -0.03
H -7.0464 2.6653 -0.6644 -0.05 0.05 0.05
H -4.8388 2.6328 0.4579 -0.02 0.02 0.03
O 3.6354 -1.2760 1.4899 1.29 0.21 0.21
S 2.2150 -1.3075 1.1406 -0.65 -1.12 0.39
C 1.3577 -1.7425 2.6861 -0.28 0.33 -0.28
C 2.0648 -2.2918 3.7375 0.30 0.14 0.01
C 1.3945 -2.6181 4.9033 0.05 0.05 -0.09
C 0.0291 -2.3945 5.0004 -0.13 -0.03 0.10
C -0.6736 -1.8401 3.9454 0.13 -0.05 -0.06
C -0.0050 -1.4947 2.7754 0.06 0.11 -0.21
P -0.7556 -0.5646 1.3819 -0.33 -0.35 0.88
C -1.2327 0.9761 2.4722 0.52 -0.77 -0.09
C -2.4107 0.7670 3.3345 -0.33 -0.08 -0.16
C -2.5752 1.4707 4.4996 0.00 0.04 0.44
C -1.5911 2.2512 5.0706 -0.60 -0.10 0.14
C -0.2516 2.2739 4.5246 0.46 0.82 -0.42
C 0.0049 1.4700 3.2455 0.18 -0.24 -0.12
C -2.2506 -1.5872 1.1323 0.11 0.13 -0.15
C -3.5451 -1.1326 0.9007 0.07 -0.10 0.05
C -4.5429 -2.0308 0.5597 -0.10 -0.04 -0.05
C -4.2652 -3.3814 0.4381 0.00 -0.02 -0.02
C -2.9727 -3.8388 0.6465 -0.02 -0.08 -0.07
C -1.9705 -2.9479 0.9768 0.04 0.09 0.12
C 1.8789 -2.9345 0.3708 -0.20 0.52 -0.25
C 2.0844 -4.1211 1.0517 0.06 -0.15 0.13
C 1.8097 -5.3276 0.4303 0.06 0.12 0.13
C 1.3304 -5.3439 -0.8706 -0.01 0.03 -0.07
C 1.1575 -4.1586 -1.5617 -0.01 -0.03 0.06
C 1.4344 -2.9392 -0.9469 -0.14 0.19 0.06
P 1.4083 -1.3654 -1.8983 0.16 -1.15 -0.56
C 0.1822 -1.7416 -3.1867 0.12 0.18 0.11
C 0.3890 -1.5257 -4.5447 -0.01 -0.01 0.13
C -0.6177 -1.8386 -5.4433 -0.06 0.03 -0.15
C -1.8329 -2.3302 -4.9954 -0.02 0.03 -0.04
C -2.0650 -2.4770 -3.6357 -0.07 0.00 -0.01
C -1.0642 -2.1760 -2.7329 0.11 0.06 0.01
C 3.0851 -1.5167 -2.6068 -0.31 0.16 0.06
C 3.3814 -2.3372 -3.6871 0.09 0.02 0.06
C 4.6698 -2.3516 -4.1926 -0.01 -0.11 -0.10
C 5.6566 -1.5621 -3.6252 0.02 0.05 0.04
C 5.3700 -0.7808 -2.5179 0.11 -0.04 0.06
C 4.0896 -0.7663 -2.0012 -0.17 -0.17 -0.05
H 3.1312 -2.4275 3.6301 0.13 -0.03 0.05
H 1.9383 -3.0399 5.7334 0.05 -0.05 0.11
H -0.4910 -2.6381 5.9124 -0.07 -0.08 0.14
H -1.7333 -1.6576 4.0326 -0.12 -0.04 0.03
H -3.1641 0.0628 3.0234 -0.11 0.08 -0.06
H -3.5135 1.3660 5.0236 -0.16 0.03 0.04
H -1.8045 2.8757 5.9228 -0.06 -0.03 0.22
H 0.5155 2.0935 5.2758 0.02 -0.04 0.05
H 0.7483 0.6806 3.3591 -0.09 0.15 0.03
H -3.7975 -0.0875 0.9817 0.01 0.02 0.06
H -5.5426 -1.6648 0.3792 -0.10 0.04 0.00
H -5.0490 -4.0763 0.1766 -0.07 -0.05 -0.02
H -2.7422 -4.8893 0.5456 0.01 -0.08 -0.01
H -0.9576 -3.3060 1.1238 0.01 -0.09 0.00
H 2.4513 -4.1041 2.0668 0.01 -0.06 0.05
H 1.9642 -6.2518 0.9647 0.02 -0.10 0.06
H 1.1024 -6.2835 -1.3517 -0.01 -0.07 -0.04
H 0.8042 -4.1809 -2.5816 -0.03 0.00 -0.08
H 1.3261 -1.1191 -4.8968 0.06 -0.02 -0.05
H -0.4541 -1.6994 -6.5017 0.03 0.03 -0.07
H -2.6058 -2.5857 -5.7054 -0.05 0.00 -0.05
H -3.0243 -2.8255 -3.2819 -0.07 -0.03 0.05
H -1.2384 -2.2825 -1.6693 -0.09 -0.07 0.06
H 2.6164 -2.9578 -4.1317 -0.02 -0.02 -0.06
H 4.9011 -2.9798 -5.0381 0.05 -0.07 -0.11
H 6.6509 -1.5537 -4.0439 0.10 -0.04 -0.04
H 6.1364 -0.1744 -2.0627 0.13 0.05 0.05
H 3.8516 -0.1591 -1.1385 0.09 0.10 0.10
Cl 2.6880 1.4048 -3.3489 0.35 -0.28 -0.12
C 1.7663 2.8605 -3.4252 -0.51 0.41 0.27
C 0.7462 2.9970 -2.4894 0.01 0.29 -0.53
C 0.0083 4.1693 -2.5998 0.44 -0.24 -0.25
Cl -1.2948 4.4445 -1.5048 -0.53 0.01 0.35
C 0.2563 5.1447 -3.5652 0.07 0.04 -0.04
Cl -0.7053 6.5672 -3.6712 -0.02 -0.03 0.05
C 1.3107 4.9654 -4.4593 -0.02 -0.08 -0.05
Cl 1.6411 6.1472 -5.6556 0.04 0.03 -0.02
C 2.0811 3.8058 -4.3904 0.01 0.08 -0.04
Cl 3.3974 3.5635 -5.4710 -0.04 0.01 -0.03

66
Properties=species:S:1:pos:R:3:forces:R:3 method="wB97M-V/def2-TZVPD" orbital_gap_ha=0.3750 e_lumo_ha=0.005 total_charge=0 homo_ev=-10.072 multiplicity=1
N -2.2085 -6.9801 1.0291 0.51 0.59 -0.05
C -3.1522 -6.8758 0.3827 -0.43 -1.24 0.02
O -4.2759 -7.0771 -0.2530 -0.43 0.70 -0.29
C -5.3637 -6.4851 0.4568 0.66 -0.84 0.26
O -5.3553 -5.1032 0.1842 -0.47 -0.03 -0.07
S -6.8013 -4.6098 0.6922 0.27 1.57 1.48
O -7.2164 -3.3926 0.1167 0.08 -0.43 -1.23
O -6.7342 -4.6169 2.1099 -0.30 -0.97 0.13
O -7.5944 -5.8568 0.0952 0.13 0.02 -0.70
C -6.7529 -7.0232 0.0536 0.72 0.14 0.73
O -7.1664 -7.8879 1.0526 -0.02 -0.03 -0.41
H -5.2315 -6.7683 1.5033 0.06 0.66 0.20
H -6.6721 -7.4703 -0.9387 -0.71 0.18 -0.16
H -8.1232 -7.7825 1.1283 -0.02 -0.28 0.08
O 0.5632 -2.1411 -3.1207 -0.38 -2.62 -0.45
P 0.6593 -2.4729 -1.6863 1.10 4.63 2.86
O -0.5891 -1.7695 -0.9281 0.15 -0.56 -0.33
C -1.9122 -1.9785 -1.4129 -0.39 -0.01 -0.05
C -2.4384 -3.3495 -1.0330 0.13 -0.15 -0.02
O 1.8730 -1.5538 -1.1396 -0.03 -0.39 0.02
C 2.7185 -0.8223 -2.0251 0.07 0.31 -0.08
C 2.2370 0.6051 -2.1732 -0.14 0.13 0.09
O 0.9931 -3.6042 -0.5730 -0.53 -1.17 -2.24
C 0.8639 -5.0123 -0.8536 -0.07 -0.46 0.11
C 1.3227 -5.3892 -2.2473 -0.09 0.22 -0.15
H -1.9514 -1.8398 -2.4963 0.12 0.02 0.01
H -2.5322 -1.2038 -0.9621 0.11 0.04 0.07
H -1.9018 -4.1320 -1.5800 -0.05 0.01 -0.02
H -3.4986 -3.4407 -1.2724 0.01 0.03 -0.03
H -2.2993 -3.5374 0.0325 -0.03 0.05 0.02
H 2.7944 -1.3156 -2.9932 -0.17 -0.03 -0.01
H 3.7160 -0.8300 -1.5823 -0.06 -0.07 0.11
H 1.1986 0.6402 -2.5040 0.03 -0.11 -0.12
H 2.8514 1.1494 -2.8920 0.02 -0.01 0.01
H 2.2837 1.1211 -1.2125 0.07 0.00 0.00
H -0.1707 -5.3232 -0.6876 0.01 0.06 0.03
H 1.4724 -5.5282 -0.1124 0.02 0.18 0.09
H 0.6564 -4.9735 -3.0099 0.05 -0.04 0.03
H 1.3323 -6.4722 -2.3665 0.00 -0.02 0.06
H 2.3258 -5.0055 -2.4405 0.02 -0.06 0.03
O 2.1394 6.9899 2.4056 -2.06 -1.72 -0.09
P 2.7338 6.2184 1.2975 4.79 2.48 -1.49
O 4.1046 5.5442 1.8381 -0.68 -0.16 -0.05
C 4.0855 4.7743 3.0375 0.08 -0.24 0.31
C 3.4976 3.3931 2.8138 -0.14 0.07 -0.13
O 3.3475 7.3407 0.3071 -0.27 -0.30 -0.09
C 3.0771 8.7293 0.4876 0.16 0.30 0.08
C 4.1840 9.3977 1.2755 0.16 -0.07 0.05
O 2.4680 5.2292 0.0396 -2.03 -0.14 1.55
C 1.3063 4.3797 -0.0206 -0.27 -0.39 -0.16
C 0.0480 5.0441 0.4992 0.09 0.15 0.23
H 3.5388 5.3034 3.8220 -0.02 0.08 -0.08
H 5.1217 4.6865 3.3633 0.04 0.08 -0.12
H 2.4247 3.4565 2.6079 0.01 -0.02 0.06
H 3.6312 2.7664 3.6959 0.00 0.02 0.02
H 3.9703 2.9069 1.9600 0.06 0.00 0.03
H 2.1079 8.8814 0.9612 0.03 -0.12 0.12
H 3.0194 9.1676 -0.5105 0.03 -0.13 -0.05
H 4.3392 8.9000 2.2328 -0.14 0.02 0.04
H 3.9491 10.4473 1.4596 -0.01 0.00 -0.02
H 5.1256 9.3417 0.7277 -0.02 0.03 -0.04
H 1.5072 3.4517 0.5211 0.04 0.04 0.01
H 1.1708 4.1137 -1.0684 0.21 0.09 -0.04
H 0.1094 5.2198 1.5777 -0.03 -0.01 -0.06
H -0.8216 4.4151 0.3122 0.03 -0.04 -0.04
H -0.1055 6.0103 0.0157 -0.03 -0.04 -0.05